Version 1
The following is a quantum chemistry calculation of one molecule with the formula C4H7NO3, from the Open Molecules 2025 dataset.

Cartesian coordinates (Å):
C 0.1686 -1.5262 0.6826
C 0.6876 -0.4279 -0.2052
C 0.1737 -0.7086 -1.6613
O 0.3942 -1.8288 -2.0306
N 0.3915 0.9615 0.2197
C -0.9222 1.3729 0.2213
O -1.8626 0.7371 -0.1619
O -1.1145 2.6750 0.6506
H 0.8828 -1.8598 1.4661
H 0.0415 -2.5275 0.2475
H -0.7470 -1.2479 1.2378
H 1.7477 -0.2224 -0.0280
H -0.5549 -0.0469 -2.1510
H 0.9660 1.4961 0.8701
H -0.2523 3.1533 0.6423

Properties
* frontier orbital gap: 10.151 eV
* SMILES: C[C@@H](C=O)NC(=O)O

Version 2
The following is a quantum chemistry calculation of one molecule with the formula C4H7NO3, from the Open Molecules 2025 dataset.

Cartesian coordinates (Å):
O 1.5081 0.1090 1.0441
C 1.5745 -0.2559 -0.4475
C 0.1325 0.0548 -0.8173
C -0.5621 1.1346 0.0510
O -1.9290 0.9448 -0.2285
N -2.6341 -0.2930 0.4462
C -1.5545 -1.1138 0.3452
O -0.3659 -1.2044 -0.4527
H 2.3891 0.4014 1.3862
H 1.8855 -1.4141 -0.5540
H 2.3793 0.3959 -0.8538
H -0.3861 0.2257 -1.8729
H -0.2700 2.2082 -0.2998
H -0.4817 0.8190 1.2280
H -1.6855 -2.0122 1.0257

Properties
* frontier orbital gap: 10.111 eV
* SMILES: OC[C@@H]1CON=CO1

Which of them is the most stable, and which is the least stable? version 1 and version 2, in that order.

Version 1
The following is a quantum chemistry calculation of an isolated ion of composition C8H18N3O3 and charge +1, from the Open Molecules 2025 dataset.

Cartesian coordinates (Å):
C 4.1441 2.2703 0.5145
C 2.8789 1.4783 0.8004
O 3.2271 0.1271 1.0601
C 2.1431 -0.7638 1.0175
C 2.0740 -1.4255 -0.3539
O 0.8551 -2.1369 -0.5563
C -0.1595 -1.4630 -1.2335
C -1.2649 -1.0088 -0.2768
N -1.8466 0.2998 -0.6851
C -3.1495 0.5472 -0.5288
N -3.6161 1.7707 -0.8903
N -3.9880 -0.3889 -0.0904
C -3.3911 -1.6209 0.4738
O -2.3037 -1.9397 -0.3257
H 4.2638 2.4749 -0.5468
H 4.1363 3.2268 1.0343
H 5.0063 1.7026 0.8573
H 2.1953 1.5159 -0.0608
H 2.3419 1.8836 1.6658
H 2.2864 -1.5126 1.7964
H 1.1972 -0.2456 1.2346
H 2.8736 -2.1558 -0.4526
H 2.2148 -0.6680 -1.1324
H 0.2171 -0.6022 -1.7973
H -0.6234 -2.1498 -1.9438
H -0.8653 -0.9089 0.7374
H -1.2829 1.1203 -0.5033
H -3.3150 2.1586 -1.7685
H -4.1802 2.3375 -0.2802
H -4.8345 -0.0265 0.3316
H -3.1255 -1.4680 1.5250
H -4.1085 -2.4289 0.3778

Properties
* frontier orbital gap: 8.897 eV
* SMILES: CCOCCOC[C@H]1NC(N)=[NH+]CO1
* total charge: +1

Version 2
The following is a quantum chemistry calculation of a 2-piece molecular cluster, C8H18N3O3 overall, from the Open Molecules 2025 dataset.

Cartesian coordinates (Å):
C 1.3942 -1.8566 -0.5976
C -0.6608 -0.5917 -0.4101
C -4.2076 -0.9016 0.3098
C -2.7340 0.6512 1.4754
C -3.1643 0.7329 -1.0628
C 2.9097 0.0459 1.7109
C 4.2904 -1.1095 0.0637
C -2.9617 -0.1044 0.1862
N 0.0701 -1.7070 -0.8598
N 2.0060 -0.8120 -0.1597
N 3.1401 -0.6832 0.5088
O -0.2036 0.4930 -0.3704
O 4.7767 0.9569 -1.1717
O -1.8695 -1.0572 -0.1412
H 1.9633 -2.8065 -0.5501
H -4.1321 -1.7923 1.0173
H -5.0062 -0.2662 0.5532
H -4.6381 -1.3422 -0.7308
H -1.8685 1.2993 1.5715
H -2.5967 -0.2149 2.3480
H -3.4941 1.3588 1.7093
H -2.3859 1.4123 -1.2271
H -3.1167 0.1124 -1.9546
H -4.0807 1.4298 -1.0624
H 3.4979 -0.3796 2.5198
H 3.1836 1.0463 1.7495
H 1.8854 0.1820 2.0044
H 5.2895 -0.8652 0.4212
H 4.2830 -1.6974 -0.7572
H -0.5427 -2.5168 -1.0142
H 4.7987 0.9606 -2.1337
H 5.5170 1.3674 -0.7536

Properties
* frontier orbital gap: 9.224 eV
* total charge: +1

Which of them is the most stable, and which is the least stable? version 1 and version 2, in that order.

Version 1
The following is a quantum chemistry calculation of a 2-piece molecular cluster, H3N3O2 overall, from the Open Molecules 2025 dataset.

Cartesian coordinates (Å):
N 1.4573 0.1531 -0.6032
N 0.8826 1.4976 1.2348
N 1.1720 0.6948 0.3718
O -1.8275 -0.8421 -0.2520
O 1.5204 -0.9073 -1.2031
H 0.0728 2.1613 1.0622
H -2.3867 -1.6060 -0.3532
H -0.8910 -1.1515 -0.2573

Properties
* frontier orbital gap (spin up / spin down): 8.006 / 7.830 eV
* 2S+1: 3

Version 2
The following is a quantum chemistry calculation of one molecule with the formula H3N3O2, from the Open Molecules 2025 dataset.

Cartesian coordinates (Å):
N 1.3976 -0.4709 -0.1258
N 0.2942 0.3470 -0.3167
N -0.8069 -0.0503 -0.2272
O -1.2273 -1.1910 -0.1826
O -1.6448 0.9006 -0.1689
H 0.9769 -1.3275 0.3746
H 2.0231 0.1090 0.4227
H -1.0127 1.6831 0.2240

Properties
* frontier orbital gap (spin up / spin down): 6.558 / 8.592 eV
* 2S+1: 3

Which of them is the most stable, and which is the least stable? version 1 and version 2, in that order.

Version 1
The following is a quantum chemistry calculation of a 2-piece molecular cluster, C2H6NO2 overall, from the Open Molecules 2025 dataset.

Cartesian coordinates (Å):
C -1.5425 -0.1680 -0.6053
O -1.0405 1.1864 -0.9358
H -0.6739 -0.7864 -0.9348
H -2.2093 -0.3277 -1.4457
H -1.9298 -0.3028 0.3760
C 1.6251 -0.3231 0.3223
N 1.0733 0.6350 1.0011
O 1.9203 -0.5836 -0.8457
H 1.8783 -1.1324 1.1572
H -0.5156 1.2823 -0.0369
H 1.4146 0.5203 1.9476

Properties
* frontier orbital gap: 7.825 eV
* total charge: -1

Version 2
The following is a quantum chemistry calculation of a 2-piece molecular cluster, C2H6NO2 overall, from the Open Molecules 2025 dataset.

Cartesian coordinates (Å):
C 0.8551 1.6436 -0.5390
O 1.7347 0.8415 0.2357
H -0.0862 1.1135 -0.6482
H 0.5985 2.5602 0.0160
H 1.3089 1.9400 -1.4947
C -1.0344 -1.3443 -0.1048
N -0.1075 -1.2282 0.8663
O -1.9439 -0.5433 -0.3776
H -0.9217 -2.2836 -0.6587
H 1.2704 -0.0139 0.4638
H -0.3826 -0.6322 1.6396

Properties
* frontier orbital gap: 7.954 eV
* total charge: -1

Which of them is the most stable, and which is the least stable? version 2 and version 1, in that order.